Record 1
ORCA calculation (wB97M-V/def2-TZVPD) on 9 unconnected molecules or ions with the total composition C39H95N5O9 in a non-equilibrium geometry.

Values from the calculation:
E_HOMO, Ha: -0.294
Structure (SMILES): CC1(C)CCCC(C)(C)N1O.CC1(C)CCCC(C)(C)N1O.CC1(C)CCCC(C)(C)N1O.COC[C@H](C)N.COC[C@H](C)N.CO.CO.CO.CO
DFT total energy, Ha: -2493.4830
Frontier orbital gap, Ha: 0.3130
Energy above the lowest of the compared OMol25 structures with the same formula, charge and spin, kcal per mole: 0.0
2S+1: 1

Element x y z (Å)
C (1.743, -5.521, -3.269)
C (0.623, -4.545, -3.863)
C (0.670, -3.162, -3.236)
C (0.877, -4.425, -5.435)
C (-0.330, -4.165, -6.313)
C (-1.440, -5.126, -5.835)
C (-1.870, -5.052, -4.366)
C (-2.590, -3.711, -4.074)
C (-2.777, -6.349, -4.311)
N (-0.668, -5.213, -3.615)
O (-0.875, -5.396, -2.303)
H (1.674, -6.542, -3.645)
H (2.763, -5.199, -3.480)
H (1.663, -5.762, -2.209)
H (0.188, -2.319, -3.733)
H (0.162, -3.092, -2.274)
H (1.725, -2.922, -3.106)
H (1.617, -3.625, -5.466)
H (1.492, -5.232, -5.833)
H (-0.727, -3.186, -6.046)
H (-0.032, -4.174, -7.361)
H (-1.020, -6.110, -6.045)
H (-2.301, -5.048, -6.499)
H (-3.127, -3.594, -3.133)
H (-3.222, -3.561, -4.949)
H (-1.945, -2.833, -4.057)
H (-2.096, -7.138, -4.630)
H (-3.691, -6.285, -4.903)
H (-2.966, -6.635, -3.276)
H (-0.562, -6.291, -2.156)
C (-0.006, 5.751, 4.163)
C (-1.384, 5.386, 3.410)
C (-2.618, 6.236, 3.932)
C (-1.286, 5.777, 1.913)
C (-0.461, 4.769, 1.149)
C (-0.950, 3.367, 1.235)
C (-1.162, 2.899, 2.678)
C (-1.969, 1.567, 2.661)
C (0.230, 2.616, 3.281)
N (-1.842, 3.968, 3.468)
O (-2.192, 3.521, 4.734)
H (-0.030, 6.818, 4.380)
H (0.074, 5.314, 5.159)
H (0.853, 5.435, 3.571)
H (-2.897, 6.001, 4.960)
H (-2.550, 7.320, 4.025)
H (-3.530, 5.983, 3.392)
H (-2.226, 5.930, 1.382)
H (-0.612, 6.627, 1.801)
H (-0.393, 5.029, 0.093)
H (0.585, 4.764, 1.458)
H (-0.199, 2.733, 0.764)
H (-1.777, 3.149, 0.560)
H (-1.539, 0.632, 2.301)
H (-2.959, 1.719, 2.231)
H (-2.210, 1.296, 3.690)
H (0.780, 1.783, 2.842)
H (0.163, 2.372, 4.341)
H (0.928, 3.441, 3.427)
H (-3.000, 3.009, 4.654)
C (3.771, 0.976, 1.606)
C (4.403, 2.094, 0.750)
C (5.770, 2.388, 1.383)
C (4.792, 1.422, -0.584)
C (5.205, 2.474, -1.602)
C (4.178, 3.559, -1.746)
C (3.719, 4.269, -0.448)
C (4.833, 5.315, 0.022)
C (2.335, 4.957, -0.699)
N (3.462, 3.267, 0.626)
O (2.975, 3.783, 1.785)
H (4.425, 0.111, 1.713)
H (3.742, 1.478, 2.574)
H (2.784, 0.684, 1.248)
H (5.516, 2.723, 2.388)
H (6.347, 1.470, 1.488)
H (6.380, 3.153, 0.903)
H (5.679, 0.789, -0.592)
H (3.953, 0.881, -1.023)
H (6.047, 3.011, -1.164)
H (5.596, 2.081, -2.541)
H (3.249, 3.073, -2.045)
H (4.553, 4.286, -2.466)
H (5.852, 4.977, -0.167)
H (4.803, 5.324, 1.111)
H (4.865, 6.320, -0.399)
H (1.513, 4.246, -0.778)
H (2.293, 5.380, -1.703)
H (2.023, 5.775, -0.050)
H (2.083, 3.620, 1.469)
C (2.490, -1.661, 3.563)
O (2.431, -1.975, 2.206)
C (3.581, -2.720, 1.734)
C (3.600, -3.444, 0.337)
C (3.988, -2.371, -0.776)
N (2.401, -4.081, 0.028)
H (1.562, -1.181, 3.875)
H (3.392, -1.063, 3.693)
H (2.738, -2.458, 4.263)
H (4.460, -2.097, 1.895)
H (3.716, -3.501, 2.482)
H (4.386, -4.190, 0.455)
H (5.006, -1.984, -0.737)
H (3.385, -1.480, -0.601)
H (3.834, -2.831, -1.753)
H (1.745, -3.409, -0.343)
H (1.967, -4.385, 0.888)
C (-5.297, -0.482, 3.846)
O (-5.907, -0.815, 2.614)
C (-5.239, -0.559, 1.360)
C (-5.476, 0.892, 0.932)
C (-6.898, 1.068, 0.356)
N (-4.419, 1.260, -0.038)
H (-5.901, -0.796, 4.697)
H (-5.259, 0.603, 3.945)
H (-4.287, -0.823, 4.073)
H (-4.153, -0.657, 1.369)
H (-5.693, -1.230, 0.630)
H (-5.387, 1.431, 1.875)
H (-7.089, 2.137, 0.452)
H (-7.683, 0.635, 0.976)
H (-7.046, 0.707, -0.662)
H (-4.380, 0.510, -0.713)
H (-3.507, 1.310, 0.395)
C (0.413, 1.074, -2.005)
O (1.395, 0.113, -1.570)
H (0.902, 1.724, -2.730)
H (-0.384, 0.559, -2.541)
H (-0.100, 1.514, -1.150)
H (1.097, -0.338, -0.777)
C (-0.827, -1.720, 0.914)
O (0.311, -0.892, 0.719)
H (-0.329, -2.595, 1.332)
H (-1.598, -1.349, 1.590)
H (-1.233, -2.125, -0.013)
H (1.096, -1.279, 1.112)
C (-2.835, -4.604, 2.413)
O (-2.118, -5.101, 1.313)
H (-2.900, -3.518, 2.346)
H (-3.829, -5.049, 2.468)
H (-2.370, -4.852, 3.367)
H (-2.622, -4.953, 0.510)
C (-3.829, -0.580, -2.496)
O (-2.824, -0.599, -1.514)
H (-3.624, 0.308, -3.094)
H (-3.930, -1.598, -2.873)
H (-4.782, -0.334, -2.028)
H (-2.072, -1.055, -1.899)

Record 2
ORCA calculation (wB97M-V/def2-TZVPD) on a single C4H7N3 molecule in a non-equilibrium geometry.

Values from the calculation:
E_HOMO, Ha: -0.269
Structure (SMILES): Cc1[nH]ncc1N
DFT total energy, Ha: -320.8154
Frontier orbital gap, Ha: 0.3041
Energy above the lowest of the compared OMol25 structures with the same formula, charge and spin, kcal per mole: 42.6
2S+1: 1

Element x y z (Å)
C (-1.428, -0.407, -1.022)
C (-0.076, -0.042, -0.544)
N (0.963, 0.196, -1.387)
N (1.677, 1.209, -0.670)
C (1.525, 0.834, 0.629)
C (0.424, 0.005, 0.776)
N (-0.225, -0.422, 1.895)
H (-1.619, -1.463, -0.809)
H (-2.183, 0.177, -0.488)
H (-1.548, -0.245, -2.096)
H (0.832, 0.391, -2.376)
H (2.174, 1.268, 1.379)
H (0.127, -0.153, 2.807)
H (-0.643, -1.347, 1.906)

Record 3
ORCA calculation (wB97M-V/def2-TZVPD) on a single C6H7NO3 molecule in a non-equilibrium geometry.

Values from the calculation:
E_HOMO, Ha: -0.342
DFT total energy, Ha: -513.0128
Frontier orbital gap, Ha: 0.3435
Energy above the lowest of the compared OMol25 structures with the same formula, charge and spin, kcal per mole: 188.5
2S+1: 1

Element x y z (Å)
C (-0.344, 0.866, 0.929)
C (-1.764, 1.104, 0.841)
C (2.273, 0.889, -0.506)
C (-2.628, 0.472, 1.589)
C (-0.503, -1.324, -0.187)
C (0.148, -2.052, -1.256)
N (1.247, 0.305, -0.992)
O (2.643, 1.099, 0.617)
O (-3.429, -0.141, 2.146)
O (0.109, -0.166, -0.092)
H (0.076, 0.569, 1.885)
H (0.262, 1.839, 0.643)
H (-2.050, 2.094, 0.240)
H (2.848, 1.227, -1.346)
H (0.500, -1.353, -2.012)
H (-0.368, -2.859, -1.734)
H (0.980, -2.570, -0.763)

Record 4
ORCA calculation (wB97M-V/def2-TZVPD) on a molecular structure, C31H32Cl5LaN2O4Si2 in a non-equilibrium geometry.

Values from the calculation:
E_HOMO, Ha: -0.299
DFT total energy, Ha: -4522.5856
Frontier orbital gap, Ha: 0.2734
Energy above the lowest of the compared OMol25 structures with the same formula, charge and spin, kcal per mole: 13.6
2S+1: 1

Element x y z (Å)
La (1.307, 0.131, -0.465)
C (3.783, -1.348, 1.535)
C (3.624, -0.137, 2.207)
C (2.918, -0.101, 3.402)
C (2.355, -1.259, 3.917)
C (2.511, -2.463, 3.248)
C (3.240, -2.510, 2.069)
H (4.418, -1.407, 0.663)
H (4.116, 0.758, 1.842)
H (2.813, 0.834, 3.938)
H (1.796, -1.230, 4.845)
H (2.077, -3.371, 3.649)
H (3.435, -3.461, 1.590)
Cl (5.063, -0.024, -1.455)
C (4.227, 1.273, -2.252)
C (2.894, 1.431, -1.901)
C (2.257, 2.485, -2.543)
Cl (0.600, 2.717, -2.078)
C (2.847, 3.301, -3.497)
Cl (1.949, 4.552, -4.266)
C (4.187, 3.085, -3.819)
Cl (4.956, 4.062, -5.002)
C (4.894, 2.068, -3.177)
Cl (6.558, 1.807, -3.533)
C (0.633, -1.854, -3.734)
Si (-0.895, -0.787, -3.366)
C (-2.349, -1.769, -4.097)
C (-0.803, 0.822, -4.360)
C (-0.966, -0.535, -1.500)
C (-0.854, -1.887, -0.900)
C (-1.912, -2.804, -0.807)
C (-1.718, -4.036, -0.222)
C (-0.457, -4.363, 0.268)
C (0.546, -3.429, 0.135)
N (0.368, -2.228, -0.428)
Si (-2.452, 0.382, -0.768)
C (-4.109, 0.134, -1.662)
C (-2.233, 2.262, -0.691)
C (-2.744, -0.245, 1.004)
H (0.769, -1.978, -4.811)
H (0.523, -2.849, -3.297)
H (1.556, -1.413, -3.338)
H (-2.236, -1.844, -5.181)
H (-3.314, -1.299, -3.894)
H (-2.381, -2.787, -3.699)
H (-1.282, 0.666, -5.330)
H (0.227, 1.133, -4.547)
H (-1.316, 1.645, -3.864)
H (-2.878, -2.528, -1.208)
H (-2.534, -4.744, -0.152)
H (-0.257, -5.315, 0.739)
H (1.545, -3.642, 0.485)
H (-4.089, 0.559, -2.669)
H (-4.903, 0.640, -1.106)
H (-4.389, -0.918, -1.749)
H (-2.146, 2.708, -1.685)
H (-1.361, 2.555, -0.105)
H (-3.116, 2.698, -0.215)
H (-3.450, -1.079, 1.020)
H (-3.154, 0.549, 1.633)
H (-1.822, -0.596, 1.464)
O (0.809, 1.931, 1.008)
C (0.303, 1.126, 1.840)
O (0.480, -0.118, 1.749)
C (-0.531, 1.655, 2.961)
C (-0.938, 2.984, 2.979)
C (-1.735, 3.453, 4.013)
C (-2.119, 2.604, 5.037)
C (-1.691, 1.285, 5.009)
C (-0.906, 0.796, 3.982)
N (-2.077, 0.377, 6.093)
O (-2.912, 0.770, 6.886)
O (-1.537, -0.713, 6.140)
H (-0.628, 3.639, 2.175)
H (-2.053, 4.487, 4.021)
H (-2.735, 2.943, 5.857)
H (-0.601, -0.239, 3.970)